Density functional theory data (ωB97M-V/def2-TZVPD) for a gas-phase ion, C5H6N (charge +1) in a non-equilibrium geometry.

Results
ΔE to the lowest compared entry with this formula, charge and spin in kcal/mol: 138.4
<S²>: 2.02
Lowest unoccupied orbital energy (spin up / spin down) in eV: -4.981 / -8.531
Gap between HOMO and LUMO (spin up / spin down) in eV: 7.906 / 6.243
F_max in Eh/bohr: 0.166
E_tot in eV: -6754.9173

```
! wB97M-V def2-TZVPD RIJCOSX def2/J DEFGRID3
* xyz 1 3
C 0.6080 -1.1856 -0.6541
C 1.3885 -1.7260 -1.4859
C 0.7331 -0.2769 0.4952
C 1.4746 0.5145 1.2083
C -1.4153 0.5960 -0.7375
N -0.5484 -0.6845 0.0908
H 1.0534 1.1317 1.9892
H 2.5424 0.5814 1.0686
H -2.0739 0.0711 -1.4189
H -1.9428 1.1007 0.0625
H -0.6578 1.1902 -1.2259
H -1.1617 -1.3128 0.6077
*
```

Results of the Löwdin charge analysis, in e, for atoms 1 through 8: number 1, C, carries -0.22; number 2, C, carries 0.26; number 3, C, carries -0.20; number 4, C, carries 0.21; number 5, C, carries 0.18; number 6, N, carries 0.08; number 7, H, carries 0.10; number 8, H, carries 0.11